A 4-piece molecular cluster, C23H31BIN4O2 overall, computed with ωB97M-V with the def2-TZVPD basis set.

Structure (XYZ):
```
62
Properties=species:S:1:pos:R:3:forces:R:3:nbo_charge:R:1
C -3.0302 0.4966 -3.7083 -0.7573 0.0958 -0.4177 -0.624
C -2.5373 -0.8742 -4.3621 0.5048 -0.3959 -0.1470 -0.402
C -1.0455 -1.3066 -3.9620 -1.5353 -0.3741 -0.4676 -0.204
N -1.0014 -1.5650 -2.4958 0.4423 -0.3586 -1.0795 -0.864
B 0.4499 -1.4836 -1.9383 0.2788 -0.8267 -0.2491 0.463
C 1.4678 -2.3739 -2.9153 0.6627 -0.4746 0.4411 -0.883
C 0.4336 -2.2296 -0.4700 -1.5972 -0.8602 1.1333 -0.739
C -0.9184 -1.9277 0.3513 1.4462 0.2162 2.8765 0.443
O -0.9088 -1.6024 1.5777 -0.1525 -0.9457 -3.5308 -0.623
C 1.0039 0.0731 -1.9400 0.0932 2.2117 0.5522 -0.744
C 1.4883 0.6290 -0.5378 4.9296 -1.4960 -1.5664 0.500
O 2.7115 0.5007 -0.2539 -4.7287 0.6362 -0.3970 -0.624
I 0.2452 1.6427 0.9297 0.0495 -0.1836 -0.5271 0.018
H -2.2135 1.2704 -3.5492 -0.7836 -1.1361 -0.2483 0.209
H -3.8031 0.9738 -4.4144 1.0569 -0.5964 1.0007 0.189
H -3.5676 0.3544 -2.7115 0.9372 0.0164 -1.2985 0.218
H -3.2197 -1.7398 -4.0305 0.8519 1.3393 -0.4956 0.191
H -2.5684 -0.8417 -5.5156 -0.1585 0.1706 1.6359 0.177
H -0.8272 -2.2740 -4.5550 -0.0789 1.4543 0.6307 0.164
H -0.3296 -0.5033 -4.3292 -0.7147 -0.8979 0.7238 0.181
H -1.2180 -2.5789 -2.4047 -0.1435 0.9166 -0.0604 0.338
H 2.4336 -2.6360 -2.3384 -1.1570 0.4580 -1.0434 0.202
H 0.9352 -3.3668 -3.1042 0.7807 1.0667 -0.1778 0.185
H 1.7192 -1.8183 -3.8795 -0.1781 -1.0168 1.0144 0.193
H 1.3682 -2.0832 0.1615 -1.3801 -0.0186 -0.4378 0.230
H 0.3781 -3.3651 -0.6893 -0.0212 1.4739 0.2751 0.216
H -1.9632 -2.0385 -0.1128 1.5256 0.0514 0.0016 0.133
H 0.2048 0.7786 -2.3450 0.8797 -0.8394 0.5473 0.230
H 1.9201 0.1196 -2.6345 -1.1960 0.2211 1.2966 0.239
N -1.3128 5.1966 1.2630 0.1906 0.4734 0.5465 -0.398
C -0.6390 6.3175 0.9646 -0.3098 -0.5301 -0.0380 0.035
C -0.1068 7.1750 1.9140 -0.0183 -0.0224 0.1205 -0.267
C -0.2827 6.8614 3.2530 0.0306 0.0579 0.0803 -0.173
C -0.9771 5.7098 3.5909 0.0623 0.1033 -0.0424 -0.265
C -1.4674 4.9151 2.5667 -0.0100 -0.0268 -0.6286 0.035
H -0.5303 6.5220 -0.0954 0.0398 0.0284 0.0344 0.193
H 0.4310 8.0656 1.6136 -0.0199 -0.0477 -0.0149 0.214
H 0.1178 7.5082 4.0261 -0.0152 -0.0370 -0.0399 0.210
H -1.1338 5.4344 4.6263 0.0026 -0.0235 -0.0555 0.217
H -2.0137 4.0020 2.7810 0.0306 0.0260 0.0349 0.199
N 6.7126 1.2188 0.3781 0.1605 -0.0796 0.7110 -0.418
C 5.5942 0.8509 1.0259 0.1789 0.1340 -0.6457 0.032
C 5.5377 0.6131 2.3907 0.2292 0.0212 0.1732 -0.250
C 6.7010 0.7587 3.1314 -0.0642 -0.0241 0.0673 -0.180
C 7.8706 1.1361 2.4864 -0.0614 -0.0160 0.0330 -0.281
C 7.8233 1.3541 1.1191 -0.3995 -0.0245 -0.3794 0.023
H 4.7112 0.7468 0.4041 0.0514 -0.0046 0.1762 0.245
H 4.6072 0.3212 2.8609 0.0033 0.0189 -0.0982 0.227
H 6.6970 0.5803 4.2014 0.0052 0.0084 -0.0496 0.207
H 8.7974 1.2587 3.0335 -0.0180 0.0040 -0.0415 0.208
H 8.7110 1.6541 0.5707 0.0284 -0.0105 0.0673 0.182
N -6.0052 -3.4188 1.0928 0.4034 -0.3966 0.2238 -0.422
C -4.7634 -2.9787 1.3516 -0.5636 -0.0107 -0.1636 0.035
C -3.7414 -3.7866 1.8245 0.1083 -0.1580 0.0819 -0.259
C -4.0160 -5.1275 2.0481 0.0129 -0.0188 0.0093 -0.171
C -5.2922 -5.6084 1.7907 0.0869 0.0503 0.0134 -0.272
C -6.2433 -4.7201 1.3160 -0.0177 0.5162 -0.1246 0.020
H -4.5985 -1.9228 1.1642 0.0963 -0.0478 0.0208 0.204
H -2.7561 -3.3770 2.0134 -0.0614 0.0927 -0.0323 0.253
H -3.2432 -5.7917 2.4191 -0.0296 0.0478 -0.0260 0.213
H -5.5419 -6.6495 1.9543 -0.0212 0.0416 -0.0224 0.211
H -7.2543 -5.0491 1.0965 0.0325 -0.0533 0.0237 0.184
```
Positions in Å, forces in eV/Å.

Calculated values
Calculated total energy ... -1587.06499 Eh
Orbital gap ... 7.11 eV
Maximum force ... 5.4 eV Å⁻¹
Charge ... -1

---

C23H31BeF5N2S as an isolated structure, computed with ωB97M-V with the def2-TZVPD basis set.

Structure (XYZ):
```
63
Properties=species:S:1:pos:R:3:forces:R:3:nbo_charge:R:1
C -0.7640 -5.9023 3.1787 0.1902 0.0681 0.2865 -0.606
C -1.1006 -4.6307 3.9643 -0.4024 -0.0122 -0.5311 -0.399
C -1.4842 -3.4553 3.0342 -0.0812 -0.0863 0.5727 -0.394
C -2.9946 -3.2017 3.0162 0.1528 -0.1096 -0.3888 -0.396
C -3.4743 -2.3150 1.8542 -0.0578 -0.1917 0.2094 -0.405
C -3.5094 -0.8154 2.1721 0.2311 -0.1801 0.3426 -0.396
C -2.1924 -0.0552 1.9449 -0.4283 0.1809 -0.2365 -0.396
C -1.5680 -0.2519 0.5461 0.6139 0.4655 0.5822 -0.418
C -0.1305 -0.7906 0.6267 -0.1026 -0.3122 -0.0898 -0.364
C 0.3230 -1.4846 -0.6697 -0.1941 0.2755 -0.0100 -0.444
C 0.5658 -0.4888 -1.7746 -0.1193 -0.0058 -0.0567 -0.036
C -0.3303 -0.3728 -2.8033 0.0772 0.1569 -0.2083 -0.141
C -0.1605 0.5716 -3.8627 0.2883 -0.2853 0.7942 0.144
N -1.0822 0.6152 -4.8432 -0.1145 0.3386 -0.3838 -0.341
C -0.8799 1.5179 -5.7698 0.0036 -0.1057 0.0010 0.072
C 0.2509 2.3893 -5.7647 -0.1220 -0.0203 -0.0961 0.037
N 1.1481 2.3596 -4.8241 -0.1043 0.1357 -0.0421 -0.386
C 0.9518 1.4429 -3.8399 -0.0045 -0.3428 0.2574 0.130
C 1.8990 1.3471 -2.7844 -0.1344 -0.3822 0.2532 0.009
C 3.0593 2.2987 -2.7840 0.5065 -0.4617 0.2651 -0.462
C 3.1611 3.2008 -1.5505 0.2545 0.6365 -0.2175 -0.412
C 1.8125 3.8008 -1.1215 0.5354 -0.7293 0.3928 -0.501
C 1.6818 3.9189 0.3577 -1.2299 2.2230 -1.4002 0.639
F 1.8253 2.6349 1.0529 -0.6769 -0.8546 1.0552 -0.475
F 0.4672 4.3592 0.6806 0.2209 -0.5485 0.2783 -0.257
C 2.6841 4.8443 1.1153 -0.6485 1.2327 -0.4197 0.929
F 3.4802 3.8464 1.8310 0.8609 -0.0320 1.8917 -0.471
F 2.0613 5.5670 2.0157 0.6007 -0.5643 0.0379 -0.237
F 3.4928 5.5812 0.4263 -0.2437 -0.8962 0.2133 -0.209
C 1.7125 0.3586 -1.7853 -0.0688 0.5846 -0.6692 -0.106
S 2.9026 0.1146 -0.5060 -0.0766 -0.4836 0.2458 0.075
H -1.6781 -6.4024 2.8565 0.0854 -0.0090 -0.1438 0.212
H -0.1985 -6.5985 3.7994 -0.1192 -0.0869 -0.0275 0.220
H -0.1477 -5.6807 2.3040 -0.0426 -0.0210 0.0019 0.191
H -0.2837 -4.3428 4.6256 -0.0130 -0.0906 0.0183 0.199
H -1.9874 -4.8513 4.5649 0.2712 0.0654 0.3480 0.207
H -1.1527 -3.6886 2.0163 0.1024 0.1949 0.0271 0.185
H -0.9704 -2.5590 3.4009 0.0317 0.0657 -0.3156 0.181
H -3.3055 -2.7753 3.9742 -0.0602 -0.0864 -0.0186 0.202
H -3.4883 -4.1734 2.9190 0.0119 0.0214 0.0884 0.211
H -4.4737 -2.6539 1.5737 -0.0148 0.1772 -0.0119 0.225
H -2.8342 -2.5390 0.9932 -0.1198 0.0976 -0.0677 0.182
H -4.3270 -0.3101 1.6525 0.1239 -0.0820 -0.1711 0.213
H -3.7341 -0.7320 3.2402 -0.1922 0.1411 -0.0825 0.212
H -2.4239 1.0079 2.0659 0.0752 -0.0229 0.1554 0.200
H -1.4836 -0.3099 2.7388 0.0728 -0.1106 -0.1219 0.190
H -2.1844 -0.8939 -0.0830 -0.0167 0.0844 -0.0032 0.218
H -1.4943 0.7419 0.0914 -0.2998 -0.1973 -0.3880 0.190
H -0.0251 -1.5014 1.4494 -0.1055 0.0078 -0.0173 0.232
H 0.5246 0.0624 0.8658 0.1428 -0.1130 0.0413 0.148
H 1.1931 -2.1245 -0.5085 0.0226 0.1397 0.0197 0.238
H -0.4979 -2.1306 -0.9840 0.1014 -0.1197 -0.0103 0.236
H -1.1887 -1.0327 -2.8481 0.0043 0.0566 -0.0806 0.251
H -1.6070 1.5945 -6.5714 0.0119 -0.0546 0.0314 0.227
H 0.3780 3.1041 -6.5705 0.0121 -0.0037 0.0395 0.223
H 3.0658 2.9193 -3.6755 -0.2527 -0.1507 -0.0656 0.279
H 3.9729 1.6917 -2.8246 0.0306 0.1646 -0.0417 0.249
H 3.6599 2.6963 -0.7212 -0.1909 -0.1542 -0.0716 0.207
H 3.8178 4.0309 -1.8187 0.0553 -0.0559 0.0328 0.246
H 1.6897 4.8117 -1.5176 -0.1705 0.0243 0.0836 0.291
H 0.9425 3.2115 -1.4305 0.0746 -0.0462 -0.1122 0.279
H 3.9334 -0.2724 -1.2781 0.1521 0.3559 -0.0130 0.177
Be 2.4997 2.6958 2.5667 0.4892 0.1150 -2.0528 1.497
```
Positions in Å, forces in eV/Å.

Calculated values
Calculated total energy ... -1916.02988 Eh
Orbital gap ... 2.73 eV
Maximum force ... 2.9 eV Å⁻¹
Charge ... +2

---

C23H31BiN6O4PSSe3Te as an isolated structure, computed with ωB97M-V with the def2-TZVPD basis set.

Structure (XYZ):
```
71
Properties=species:S:1:pos:R:3:forces:R:3:mulliken_charge:R:1
Bi 2.2458 0.7292 -0.5181 0.4540 0.1364 -0.1810 1.344
C 5.6717 -1.1435 0.3234 0.0069 0.0264 0.0760 -1.119
O 4.3538 -1.0313 0.8537 0.0219 -0.0023 0.0063 -0.159
C 3.7988 -2.1481 1.3861 -0.0966 -0.0255 -0.0274 0.406
C 4.4433 -3.3830 1.4144 -0.0122 0.0538 0.0044 -0.772
C 3.8151 -4.4909 1.9643 0.0723 -0.0335 -0.0248 -0.539
C 2.5371 -4.3840 2.4811 -0.0794 0.0343 0.0301 -1.009
C 1.8890 -3.1595 2.4465 0.0795 0.0281 -0.0124 0.150
C 2.5013 -2.0273 1.9164 0.0036 -0.1517 -0.0131 0.314
N 1.8440 -0.7618 1.8272 -0.1008 0.0309 -0.0586 -0.056
N 0.7968 -0.7273 2.5180 -0.0412 0.0500 -0.0507 -0.339
C -0.0099 0.3846 2.5658 0.0883 0.0204 0.0620 -1.299
C 0.2364 1.6369 1.9516 -0.0581 0.0888 -0.1661 1.085
O 1.1330 1.9187 1.0867 0.1013 -0.0258 0.3147 -0.758
C -0.6222 2.7380 2.3326 -0.0260 0.0065 -0.0074 -0.197
C -1.7048 2.5789 3.1194 0.0212 0.0012 -0.0101 -0.929
C -2.0504 1.2962 3.6456 0.0020 -0.0420 -0.0092 0.913
C -3.2153 1.1166 4.4147 0.0045 -0.0048 -0.0067 -1.006
C -3.5535 -0.1157 4.9118 -0.0027 0.0265 0.0090 -0.512
C -2.7126 -1.2070 4.6435 0.0239 -0.0402 -0.0247 -0.838
C -1.5686 -1.0537 3.9009 0.0068 0.0035 0.0271 -0.074
C -1.1940 0.2055 3.3768 -0.0454 0.0377 0.0020 0.817
H 6.3679 -1.4488 1.1093 0.0053 -0.0117 0.0056 0.415
H 5.6970 -1.8438 -0.5117 0.0182 -0.0326 0.0116 0.484
H 5.9313 -0.1601 -0.0504 -0.0220 0.0178 -0.0092 0.105
H 5.4319 -3.4876 0.9962 0.0255 0.0097 0.0004 0.401
H 4.3315 -5.4430 1.9704 0.0006 0.0096 0.0033 0.366
H 2.0373 -5.2488 2.8986 0.0012 0.0031 -0.0073 0.364
H 0.8847 -3.0584 2.8283 -0.0148 0.0131 0.0019 0.389
H -0.3500 3.6965 1.9072 -0.0364 0.0178 0.0284 0.482
H -2.3423 3.4241 3.3585 0.0116 0.0074 -0.0062 0.339
H -3.8450 1.9799 4.6030 -0.0026 -0.0105 0.0031 0.370
H -4.4526 -0.2471 5.5006 -0.0002 0.0007 -0.0054 0.392
H -2.9681 -2.1900 5.0215 -0.0120 0.0106 0.0106 0.398
H -0.9386 -1.9070 3.7004 0.0163 0.0111 0.0060 0.357
Se 4.0332 -0.4144 -2.6551 0.0344 0.0102 0.0877 -0.393
Se 4.5533 1.1940 -4.2715 -0.0621 -0.0353 -0.1431 -0.279
Te 4.3613 3.3141 -2.9723 -0.1872 0.0217 0.1548 -0.082
Se 2.0359 2.9837 -2.0730 -0.0058 0.0231 -0.0691 -0.418
S 0.5191 -0.7010 -3.2823 -0.0132 0.0377 0.0011 -0.042
C -4.2202 0.3530 -2.2890 -0.0295 0.0017 -0.0201 -1.063
N -3.1814 -0.0704 -1.3766 0.0607 0.0363 -0.0530 0.474
C -3.6286 -0.3517 -0.0227 -0.0187 0.0178 0.0349 -0.912
P -1.5857 0.3173 -1.6807 -0.0130 0.0857 0.0644 -0.727
O -0.7916 0.1274 -0.4495 -0.0009 -0.1372 -0.0882 -0.411
N -1.4473 1.8756 -2.2317 0.0129 -0.0312 -0.0322 1.324
C -1.4168 2.9446 -1.2420 -0.0420 -0.0103 -0.0057 -0.962
C -1.8103 2.3230 -3.5591 0.0054 0.0154 -0.0444 -1.208
N -1.1807 -0.5949 -3.0277 -0.0010 -0.0511 0.1867 0.475
C -1.9751 -1.7156 -3.5285 -0.0024 0.0260 -0.0620 -1.025
C 0.8025 0.4205 -4.6602 -0.0566 -0.0025 -0.0210 -0.609
H -5.0205 -0.3934 -2.3257 0.0045 -0.0035 0.0165 0.370
H -3.8285 0.4609 -3.3009 0.0095 0.0067 0.0137 0.340
H -4.6661 1.3116 -1.9926 0.0015 -0.0023 0.0059 0.233
H -4.2722 -1.2376 -0.0107 0.0008 0.0036 -0.0082 0.291
H -4.2002 0.4895 0.3885 0.0132 0.0013 -0.0019 0.283
H -2.7683 -0.5251 0.6190 0.0023 -0.0128 -0.0082 0.169
H -1.0333 2.5674 -0.2972 -0.0061 0.0039 -0.0319 0.041
H -2.4165 3.3736 -1.0850 0.0004 -0.0150 0.0179 0.282
H -0.7518 3.7382 -1.5880 0.0154 0.0047 -0.0005 0.366
H -1.8037 1.4890 -4.2574 -0.0058 -0.0076 0.0097 0.399
H -1.0820 3.0615 -3.9071 0.0071 -0.0012 0.0185 0.255
H -2.8037 2.7923 -3.5766 0.0036 -0.0028 0.0152 0.255
H -2.8514 -1.8691 -2.9016 0.0058 0.0158 -0.0080 0.376
H -1.3772 -2.6267 -3.5192 0.0029 -0.0013 0.0181 0.281
H -2.3032 -1.5329 -4.5568 0.0156 0.0024 -0.0002 0.242
H 0.7893 1.4567 -4.3288 -0.0195 -0.0062 0.0048 0.041
H 0.0784 0.2402 -5.4550 0.0237 -0.0195 -0.0164 0.338
H 1.8073 0.1956 -5.0188 0.0099 -0.0090 0.0261 0.330
O 5.0289 2.0097 -0.0186 -0.5004 -0.1111 0.4669 -0.257
N 3.9871 1.9559 0.5602 0.3202 -0.1192 -0.5108 -0.061
```
Positions in Å, forces in eV/Å.

Calculated values
Calculated total energy ... -9951.09269 Eh
Orbital gap ... 5.92 eV
Maximum force ... 0.7 eV Å⁻¹
Charge ... -1